No. 1
The following is a quantum chemistry calculation of a 4-piece molecular cluster, C3H10O3 overall, from OMol25.

Properties
Kohn-Sham gap, eV: 1.964
Net charge: 0

The geometry in XYZ format:
```
16
Properties=species:S:1:pos:R:3:forces:R:3
C 1.8513 -4.5748 0.7908 -1.4139 -0.0963 1.4425
C 0.9860 -3.6701 0.5435 0.8725 0.8153 -1.1969
O 0.1191 1.4261 -0.4258 -0.3810 -0.0964 0.0766
C 1.5089 -2.3008 0.0363 -0.7034 0.4785 0.9594
H -0.0911 -3.6877 0.4272 -0.2398 -0.6050 0.0687
H 2.1475 -5.0409 1.7293 0.8544 -0.2100 -0.5292
H -0.3627 1.7348 0.3568 0.3628 -0.1048 0.1353
H 1.2351 -2.2914 -1.0111 0.3338 0.1532 -0.3356
H 2.5259 -2.0420 0.2928 0.2815 -0.3610 -0.3689
H 0.8703 -1.5798 0.5476 -0.1007 0.2256 -0.1274
H -0.5049 1.9096 -1.0947 0.1507 -0.2846 0.0383
H -1.8190 3.4554 -0.0698 -0.0668 0.0381 0.2741
O -1.8703 3.7447 0.9041 0.3002 0.4314 -0.2343
H -1.4390 4.6162 0.9228 -0.2547 -0.5710 -0.0350
H -2.4583 2.5708 -1.9389 0.0460 -0.1610 0.0014
O -1.6193 2.8161 -1.5404 -0.0416 0.3479 -0.1690
```
Forces are in eV/Å.

---

No. 2
The following is a quantum chemistry calculation of Cd3N8O24 as an isolated structure, from OMol25.

Properties
2S+1: 2
Kohn-Sham gap (spin up / spin down), eV: 2.945 / 3.682
Net charge: -3

The geometry in XYZ format:
```
35
Properties=species:S:1:pos:R:3:forces:R:3
Cd 28.7368 -5.1429 6.0781 -1.4897 -1.3535 -1.0372
Cd 27.3743 0.6986 7.3519 -0.2903 -2.6915 -0.7119
Cd 30.5319 -1.1882 10.5012 0.8254 -0.6571 0.6434
N 30.4797 0.8803 8.0882 3.2947 1.6413 -0.2193
O 31.0990 0.1597 8.8990 -1.0977 -0.0887 0.0590
O 31.0901 1.7710 7.5772 2.3461 2.2374 -0.6513
O 29.3408 0.8015 7.6764 -2.2917 -1.9623 0.7369
N 33.2369 -2.4276 9.1931 6.1111 0.7915 -5.2005
O 34.2496 -2.2383 9.8685 2.0915 -0.1587 0.8975
O 32.2092 -2.3580 9.7111 -8.3590 0.0694 4.4519
O 33.2821 -2.5652 7.9608 0.6213 -0.1829 0.3402
N 29.4464 -3.5855 12.4615 4.9479 -0.5570 -3.6457
O 29.5602 -2.4955 11.8273 -2.1318 2.0720 1.2439
O 28.8806 -3.8160 13.4376 -5.7557 1.6838 6.2875
O 30.1434 -4.4556 12.0612 2.8669 -3.4919 -2.8524
N 28.8001 -2.4833 7.9924 -1.7182 5.0403 0.6390
O 27.9039 -1.6565 7.5365 0.0598 -0.1200 0.3514
O 29.5309 -2.0954 8.9204 -1.4937 -1.9648 -2.2438
O 28.8293 -3.5303 7.4613 1.1393 -1.9179 0.7084
N 27.4209 -0.2081 10.7223 2.9416 -5.7771 4.8998
O 28.6028 -0.1735 11.0578 2.8313 1.8865 1.9768
O 26.7393 -0.9863 11.4366 -1.8772 2.0049 -1.6480
O 27.2319 0.2806 9.6748 -4.5318 3.2801 -5.6274
N 27.5432 0.0716 3.9548 -3.1857 0.3174 -1.6894
O 26.5267 -0.0341 3.2929 -3.1595 -0.3805 0.6282
O 28.5492 0.1695 3.4585 8.7279 0.5677 -6.6536
O 27.6966 0.1464 5.1516 -2.8422 0.4324 8.8978
N 30.9391 -5.5916 8.1432 7.2793 3.6198 1.1906
O 31.9100 -5.0351 7.6297 1.6254 0.6225 0.0998
O 30.1366 -5.9539 7.3803 -6.9126 -4.6182 -4.0232
O 30.8859 -5.7525 9.3174 -1.1752 -1.0744 3.6658
N 30.6048 -3.0313 4.7179 5.9357 0.1369 0.5943
O 30.4042 -2.1221 3.9336 -0.8940 0.9015 -0.1880
O 29.9026 -4.0219 4.7768 -3.7821 -2.1589 -1.5229
O 31.6856 -3.1810 5.3468 -0.6574 1.8499 -0.3975
```
Forces are in eV/Å.

---

No. 3
The following is a quantum chemistry calculation of a 2-piece molecular cluster, C4H5NO overall, from OMol25.

Properties
2S+1: 3
Kohn-Sham gap (spin up / spin down), eV: 7.860 / 9.313
Net charge: 0

The geometry in XYZ format:
```
11
Properties=species:S:1:pos:R:3:forces:R:3
C -2.1594 0.3710 -0.2939 -1.1072 0.4528 0.2613
C -1.1389 -1.6600 -0.5291 -1.6255 1.9890 1.2650
C -0.9184 -0.3033 -0.5362 -0.2514 -2.2724 -0.8866
C 1.8722 0.9230 0.5404 -1.6171 0.8313 3.0408
N -3.2654 0.6144 -0.0482 1.0240 0.3351 -0.2382
O 3.0818 1.1621 0.1884 3.2093 0.4861 -1.0568
H -0.4129 -2.4841 -0.5404 -0.3957 0.6029 -0.3826
H -2.2653 -1.7711 -0.2751 2.2495 -1.1070 -0.4765
H -0.0275 0.2179 -0.8625 0.0142 -0.0284 0.4244
H 1.5731 1.1952 1.6048 -0.4393 -0.7292 -1.4250
H 3.6608 1.7349 0.7517 -1.0608 -0.5602 -0.5258
```
Forces are in eV/Å.

---

DFT total energy values, unit a.u., following the record order: -345.71273, -2745.82808, -285.17605.
Energy above the lowest of the compared OMol25 structures with the same formula, charge and spin values, unit eV, following the record order: 8.210, 0.541, 1.857.